Record 1
Entry from the Open Molecules 2025 dataset: a cluster of 2 separate species, C3H9O2 in total (the ωB97M-V functional and the def2-TZVPD basis).

```
14
Properties=species:S:1:pos:R:3:lowdin_charge:R:1
C -1.98299 0.01508 0.52177 0.030
C 0.83069 1.32760 -0.39522 0.041
C 1.40189 -1.47561 -0.19103 0.091
O -0.96978 -0.06207 -0.45032 0.051
O 0.27654 0.13318 0.15499 -0.143
H -1.90201 0.82916 1.31970 0.159
H -2.17058 -0.93883 1.14309 0.171
H -2.86474 0.06599 -0.05446 0.104
H 0.19990 2.12593 0.10675 0.148
H 1.74113 1.29803 0.08898 0.089
H 0.85127 1.55126 -1.51804 0.170
H 0.68506 -1.86070 -0.79848 -0.008
H 2.27646 -1.28755 -0.79234 0.033
H 1.62717 -1.72147 0.86462 0.065
```

- Net charge: +1
- Expectation value of S²: 2.01
- Spin multiplicity: 3
- HOMO-LUMO gap (alpha / beta): 0.2962 / 0.2638 Eh
- Energy relative to the best compared isomer or geometry (same formula, charge and spin): 293.6 kJ/mol
- Calculated total energy: -7334.704 eV



Record 2
Entry from the Open Molecules 2025 dataset: an isolated molecule of C8H8O3 (the ωB97M-V functional and the def2-TZVPD basis).

```
19
Properties=species:S:1:pos:R:3:lowdin_charge:R:1
C 1.40418 0.24876 -0.48857 -0.230
C 2.37002 -0.24203 0.64867 -0.546
C -0.04576 0.11826 -0.27349 -0.136
C -0.84816 1.23997 0.31547 0.083
C -2.22488 0.92149 0.53816 -0.150
C -2.75012 -0.22960 0.47771 -0.113
C -2.00916 -1.34608 -0.05733 -0.013
C -0.67701 -1.12864 -0.34305 -0.026
H 2.53748 1.55821 -1.00538 0.043
H 1.40405 -0.13151 -1.45901 0.127
H 3.18354 -1.23782 -0.81292 0.154
H -0.38853 2.09109 0.44295 0.047
H -2.64072 1.74770 1.16874 0.126
H -3.92040 -0.31146 0.72706 0.158
H -2.47779 -2.06998 -0.27452 -0.009
H -0.10094 -1.89193 -0.80342 0.106
O 1.69045 1.68868 -0.69155 0.013
O 3.25533 -1.12961 0.19112 0.118
O 2.23842 0.10451 1.69934 0.248
```

- SMILES: O=C(O)[C@H](O)c1ccccc1
- Spin multiplicity: 1
- HOMO-LUMO gap: 0.3399 Eh
- Energy relative to the best compared isomer or geometry (same formula, charge and spin): 411.3 kJ/mol
- Calculated total energy: -14564.485 eV



Record 3
Entry from the Open Molecules 2025 dataset: a cluster of 2 separate species, C4H12OS2 in total (the ωB97M-V functional and the def2-TZVPD basis).

```
19
Properties=species:S:1:pos:R:3:lowdin_charge:R:1
C -1.63996 2.54644 1.22143 -0.155
C -0.39207 2.20741 1.98592 -0.477
S 0.52514 0.63473 1.43956 0.718
S -0.96248 -0.73770 1.56013 0.733
C -0.76503 -1.61874 -0.03755 -0.517
C -1.89899 -2.62964 -0.16282 -0.151
H -2.33959 1.71961 1.10644 0.058
H -1.32534 2.74338 0.17691 0.092
H -2.02126 3.52718 1.50181 0.099
H -0.59353 1.90122 3.01272 0.074
H 0.26689 3.05133 1.82318 0.090
H -0.79068 -0.86087 -0.82576 0.084
H 0.22984 -2.03046 -0.21033 0.094
H -1.59067 -3.37146 -0.89895 0.092
H -2.88087 -2.24646 -0.44516 0.088
H -2.10879 -3.21225 0.73420 0.078
H 5.37595 -0.22134 -4.24601 0.031
H 6.62027 -0.88387 -3.46153 0.021
O 6.29117 -0.51851 -4.27420 -0.052
```

- Net charge: +1
- Expectation value of S²: 0.75
- Spin multiplicity: 2
- HOMO-LUMO gap (alpha / beta): 0.3316 / 0.1966 Eh
- Energy relative to the best compared isomer or geometry (same formula, charge and spin): 45.1 kJ/mol
- Calculated total energy: -28052.121 eV